Record 1
Here is a 7-piece molecular cluster, C42H72BFIN2O27S6 overall from OMol25. Energies are from ωB97M-V with the def2-TZVPD basis set.

The geometry in XYZ format:
```
152
Properties=species:S:1:pos:R:3
C -1.4458 2.9821 -2.6952
C -0.6614 2.2431 -2.1784
C 0.3955 1.3423 -1.7190
C 0.4203 1.3496 -0.1935
N -0.6168 0.4257 0.3237
C -0.9239 0.6565 1.7747
C -2.3050 0.1843 2.1708
C -3.4372 1.0302 1.5965
C -3.6210 2.3950 2.2948
C -3.2366 3.5840 1.3727
C -4.4962 4.2896 0.9263
O -4.2325 5.2881 -0.0678
C -4.2153 4.8364 -1.3221
C -3.8940 5.9107 -2.3099
O -4.4155 3.6953 -1.6292
C -0.4017 -1.0078 -0.0354
C 0.6465 -1.7245 0.8300
C 2.0641 -1.1863 0.9254
C 3.0712 -1.4884 0.0063
C 4.3713 -0.9961 0.1427
C 4.7195 -0.1974 1.2327
C 3.7345 0.0916 2.1754
C 2.4352 -0.3972 2.0231
C -0.3577 -1.2051 -1.5907
C 0.1807 -2.6223 -1.8885
C 0.0702 -3.1445 -3.3188
C -1.0148 -4.2041 -3.5636
F -0.0768 -2.1386 -4.2676
B -1.9233 -1.2443 -2.0304
O -2.6861 -2.3676 -1.8272
N -2.5712 -0.0728 -2.6057
C -3.9324 0.0672 -2.0453
C -2.6475 -0.1138 -4.0910
C 0.3648 -0.0505 -2.3894
C 1.8062 -0.3505 -2.8400
C 2.3407 0.5711 -3.9480
C 3.7904 0.1200 -4.2966
I 1.1764 0.5487 -5.7430
H -1.8763 3.7189 -3.3240
H 1.3089 1.8572 -2.0078
H 0.1091 2.3456 0.1074
H 1.3907 1.1830 0.2567
H -1.4865 0.7299 -0.1379
H -0.8992 1.7361 1.9081
H -0.1515 0.2510 2.4093
H -2.3500 0.2711 3.2540
H -2.4835 -0.8688 1.9549
H -3.3584 1.1535 0.5162
H -4.3307 0.4358 1.7432
H -4.6703 2.4873 2.5529
H -3.0262 2.4109 3.2028
H -2.6611 3.2293 0.5190
H -2.6072 4.2704 1.9338
H -4.8824 4.8346 1.7830
H -5.2684 3.5934 0.6175
H -4.2327 6.8599 -1.9042
H -2.8169 5.9981 -2.4166
H -4.3808 5.7127 -3.2531
H -1.3302 -1.4864 0.2651
H 0.2640 -1.7307 1.8508
H 0.6824 -2.7759 0.5788
H 2.8706 -2.1251 -0.8430
H 5.1215 -1.2320 -0.5958
H 5.7321 0.1519 1.3394
H 3.9851 0.6957 3.0340
H 1.7416 -0.1529 2.8154
H -0.3501 -3.3228 -1.2535
H 1.2177 -2.6707 -1.5700
H 1.0098 -3.6419 -3.5508
H -1.7889 -3.8391 -4.2275
H -0.5571 -5.0728 -4.0276
H -1.3974 -4.5379 -2.6061
H -2.5993 -2.7817 -0.9573
H -4.2021 1.1221 -2.0155
H -4.6819 -0.4746 -2.6199
H -3.9912 -0.3218 -1.0327
H -1.8493 0.4902 -4.5162
H -2.6084 -1.1228 -4.4981
H -3.5799 0.3424 -4.4033
H -0.2019 0.0905 -3.3025
H 1.9547 -1.3663 -3.1838
H 2.4672 -0.1206 -2.0029
H 2.4203 1.5941 -3.6010
H 4.1395 -0.5694 -3.5332
H 4.4533 0.9781 -4.3093
H 3.8116 -0.3837 -5.2518
C 1.0959 5.7797 -0.7906
C 1.6178 6.4379 -2.0497
O 3.0291 6.5797 -1.8063
S 3.5470 5.3490 -0.9320
O 4.0984 4.3576 -1.7810
O 4.2660 5.8407 0.1863
O 2.1168 4.8372 -0.4319
H 0.9834 6.5018 0.0202
H 0.1604 5.2468 -0.9468
H 1.1678 7.4083 -2.2359
H 1.4840 5.7993 -2.9255
C -8.6695 -0.9991 1.4693
C -8.5722 -2.2703 2.2864
O -7.2337 -2.7376 2.0450
S -6.2572 -1.4959 1.8494
O -5.5952 -1.2138 3.0738
O -5.5236 -1.6828 0.6498
O -7.3784 -0.3824 1.6209
H -8.8286 -1.2108 0.4109
H -9.4434 -0.3269 1.8277
H -9.2882 -3.0260 1.9786
H -8.6822 -2.0739 3.3544
C 6.9238 5.1823 1.9759
C 7.2298 6.6504 2.1854
O 6.9827 6.8612 3.5885
S 7.3463 5.5399 4.4031
O 8.6454 5.6642 4.9528
O 6.2260 5.1861 5.2015
O 7.4227 4.5409 3.1608
H 5.8510 5.0012 1.9159
H 7.4120 4.7713 1.0970
H 6.5929 7.3009 1.5939
H 8.2780 6.8767 1.9810
C -0.4827 -6.2112 2.5149
C -1.3578 -5.5885 3.5827
O -2.0508 -4.5316 2.8887
S -2.3231 -4.9751 1.3832
O -3.6386 -5.4694 1.2495
O -1.8446 -3.9310 0.5336
O -1.3018 -6.1912 1.3313
H 0.4113 -5.6132 2.3273
H -0.1952 -7.2323 2.7456
H -0.7864 -5.1766 4.4088
H -2.0980 -6.2931 3.9640
C -2.6178 -9.0577 -4.1769
C -2.2156 -8.3695 -5.4647
O -0.8357 -8.0315 -5.2644
S -0.1318 -9.1515 -4.3588
O 0.5357 -10.0742 -5.1982
O 0.5230 -8.5000 -3.2834
O -1.4720 -9.8410 -3.8187
H -2.8088 -8.3369 -3.3791
H -3.4820 -9.7045 -4.2987
H -2.7920 -7.4697 -5.6597
H -2.2867 -9.0433 -6.3207
C 6.4136 2.2997 6.6508
C 7.5156 1.7201 5.7933
O 7.6568 0.3720 6.2694
S 6.2329 -0.1841 6.7442
O 5.6513 -0.9421 5.6930
O 6.3722 -0.7166 8.0479
O 5.4749 1.2224 6.8138
H 6.7862 2.5864 7.6358
H 5.9306 3.1504 6.1849
H 8.4524 2.2601 5.8955
H 7.2249 1.6857 4.7407
```

Properties
- Charge: +1

***

Record 2
Here is a 13-piece molecular cluster, C42H73F3O19S5 overall from OMol25. Energies are from ωB97M-V with the def2-TZVPD basis set.

The geometry in XYZ format:
```
142
Properties=species:S:1:pos:R:3
O 13.3471 14.0960 13.6025
C 12.7971 13.8809 14.8634
C 13.3463 12.6338 15.6632
O 12.7914 12.4380 16.9428
H 11.7098 13.7434 14.8471
H 12.8870 14.7287 15.6774
H 14.3919 12.6090 15.5680
H 12.9716 11.7828 15.0094
F 10.5160 16.0209 10.8920
C 9.8011 15.0043 11.4495
C 10.4810 14.0979 12.2322
C 9.7849 13.0635 12.8019
C 8.3866 13.0112 12.6358
C 7.7363 13.9410 11.8831
C 8.4473 15.0020 11.3374
H 11.5750 14.2185 12.4613
H 10.3439 12.4016 13.3826
H 7.7945 12.2460 13.1256
H 6.6176 13.9397 11.7664
H 7.9876 15.7974 10.7253
F 11.2372 7.6276 20.7127
C 12.2969 8.3301 20.1893
C 13.5408 8.0636 20.7031
C 14.6352 8.7619 20.2491
C 14.4256 9.6725 19.2093
C 13.1389 9.9950 18.7552
C 12.0362 9.2886 19.2002
H 13.6518 7.4240 21.5407
H 15.6093 8.5694 20.6406
H 15.2698 10.2110 18.7984
H 13.0007 10.7569 17.9566
H 11.0127 9.4741 19.0415
F 15.7927 13.5744 22.2280
C 16.0414 13.4999 20.8990
C 17.2576 13.9475 20.4630
C 17.4798 13.9442 19.0899
C 16.5296 13.4828 18.2344
C 15.3307 13.0372 18.7172
C 15.0121 13.0849 20.1067
H 18.0286 14.2448 21.2231
H 18.4683 14.2215 18.6854
H 16.8485 13.5053 17.2155
H 14.5759 12.6552 18.0706
H 14.0390 12.8522 20.5252
C 11.4392 19.2481 13.6996
S 13.1866 19.6101 13.9803
O 13.3146 20.9605 14.6055
C 13.5468 18.4978 15.2758
H 11.0310 19.8152 12.8670
H 10.8250 19.4583 14.5801
H 11.3724 18.1578 13.5281
H 12.9632 18.7110 16.1199
H 14.5565 18.6053 15.5362
H 13.3315 17.4777 14.9166
C 15.5415 15.6008 15.3326
S 17.0667 15.9569 14.4855
O 18.1431 16.1151 15.4864
C 17.2743 14.4888 13.5615
H 15.3646 16.5125 15.8999
H 15.6833 14.6724 15.8999
H 14.8026 15.3686 14.5364
H 17.7197 13.7657 14.2471
H 17.9348 14.6787 12.7487
H 16.3279 14.1296 13.1995
C 9.0645 16.5785 14.7227
S 9.0958 17.0777 16.4801
O 7.8178 17.7365 16.7503
C 8.9948 15.4819 17.2828
H 9.8914 15.9073 14.5048
H 9.0529 17.4904 14.1183
H 8.1945 16.0042 14.4384
H 8.0305 14.9778 17.0467
H 9.0494 15.6826 18.3553
H 9.8343 14.8150 16.9629
C 14.6774 11.3110 12.5048
S 14.7933 11.5804 10.7093
O 14.5322 10.1766 10.1042
C 13.2002 12.4579 10.5995
H 15.7329 11.1985 12.7918
H 14.1794 10.3813 12.6874
H 14.3323 12.1899 13.0876
H 13.0954 12.9269 9.6176
H 13.2307 13.1652 11.4324
H 12.3915 11.7457 10.8119
C 9.6742 12.3351 16.8764
S 9.4586 10.5192 16.8710
O 8.2558 10.2009 16.0074
C 10.9448 10.1154 15.7780
H 10.7379 12.4769 17.1657
H 8.8061 12.8389 17.2892
H 9.6246 12.5274 15.7815
H 11.8002 10.6726 16.1363
H 10.6998 10.5685 14.8816
H 11.1643 9.0349 15.6587
C 13.2839 16.4278 11.4852
O 13.6532 17.0700 10.2251
C 13.1159 18.3103 9.9698
O 12.1780 18.7682 10.5139
O 13.9004 18.7483 8.9740
C 13.6095 20.1134 8.7220
H 14.1156 16.5976 12.1561
H 13.3735 15.3365 11.3092
H 12.3446 16.7735 11.8692
H 12.6223 20.3314 9.0015
H 13.7858 20.3528 7.6678
H 14.3468 20.7064 9.2765
C 12.6006 15.2487 18.5591
O 11.6099 16.3030 18.5061
C 11.9373 17.5208 18.8187
O 13.0159 17.9465 19.1767
O 10.7730 18.1458 18.8064
C 10.8997 19.5783 18.9476
H 12.5956 14.8864 19.5886
H 13.5472 15.6655 18.2968
H 12.3482 14.4049 17.8988
H 11.5001 20.0225 18.1458
H 11.3457 19.8560 19.8945
H 9.8577 19.8002 18.8506
C 16.2944 18.8360 11.5231
O 16.7682 18.4196 10.2550
C 16.6685 17.1658 9.7955
O 16.8075 16.8464 8.6348
O 16.4129 16.2705 10.7131
C 16.1589 14.9116 10.2921
H 16.3541 19.9208 11.5246
H 17.0454 18.4267 12.2237
H 15.3039 18.5140 11.7947
H 17.0767 14.3496 10.2995
H 15.7902 14.9024 9.2835
H 15.4546 14.4702 10.9683
C 19.7452 12.3035 17.4188
O 18.7803 11.2840 17.6044
C 17.8189 11.2925 16.6142
O 17.6255 12.1425 15.8055
O 17.1453 10.1270 16.6870
C 15.9193 10.0134 15.8833
H 20.2416 12.2834 18.3760
H 19.2632 13.2274 17.1439
H 20.3838 11.8726 16.6270
H 15.3006 10.7383 16.3925
H 15.5242 9.0133 16.0618
H 16.3208 10.3601 14.8946
```

Properties
- Charge: -2

***

Record 3
Here is a 9-piece molecular cluster, C42H75N9 overall from OMol25. Energies are from ωB97M-V with the def2-TZVPD basis set.

The geometry in XYZ format:
```
126
Properties=species:S:1:pos:R:3
C 3.1365 2.1764 -1.3105
C 2.5285 2.0392 -2.7354
N 3.3439 1.3032 -3.6742
C 3.4510 -0.1106 -3.3016
C 3.6254 -1.0138 -4.5321
C 4.6767 1.8325 -3.8958
C 4.7020 3.3367 -4.2551
H 2.3548 2.3172 -0.5597
H 3.7937 3.0465 -1.2632
H 3.6554 1.2745 -0.9881
H 1.5388 1.6068 -2.5868
H 2.3749 3.0733 -3.0496
H 4.3253 -0.2990 -2.6569
H 2.6338 -0.4153 -2.6450
H 4.4020 -0.7513 -5.2426
H 3.6888 -2.0599 -4.2250
H 2.6689 -0.9589 -5.0627
H 5.1268 1.2840 -4.7182
H 5.2985 1.7217 -2.9928
H 3.9740 3.4418 -5.0634
H 5.7064 3.5590 -4.6163
H 4.4746 4.0693 -3.4831
C -0.7986 7.8248 -0.6681
C -1.9367 6.9619 -0.1683
N -1.6577 5.5816 0.1669
C -0.6608 5.3667 1.2152
C -0.9705 4.0530 1.9129
C -1.4982 4.6844 -0.9816
C -2.8531 4.1433 -1.3953
H -0.3155 7.4324 -1.5723
H 0.0345 7.7457 0.0352
H -1.1697 8.8168 -0.9148
H -2.3529 7.4104 0.7453
H -2.8424 7.0097 -0.7836
H 0.3607 5.4428 0.8189
H -0.7214 6.1859 1.9377
H -0.5053 3.8167 2.8765
H -2.0036 4.0315 2.2760
H -0.8112 3.1953 1.2597
H -0.7864 3.8824 -0.7708
H -0.9694 5.1839 -1.8056
H -2.8994 3.6216 -2.3616
H -3.4878 4.9894 -1.6873
H -3.3465 3.5010 -0.6709
C -2.3123 -7.9893 -0.4460
C -3.1116 -7.1587 0.5695
N -3.9954 -6.1735 -0.0156
C -4.9089 -5.5977 1.0059
C -6.1447 -6.4974 1.1724
C -3.3022 -5.0810 -0.7115
C -2.3427 -4.2109 0.0876
H -1.5839 -7.3672 -0.9825
H -2.8995 -8.5515 -1.1634
H -1.6076 -8.5997 0.1256
H -3.7135 -7.9117 1.0833
H -2.4261 -6.7519 1.3235
H -4.3440 -5.5679 1.9490
H -5.1579 -4.5734 0.7412
H -6.4387 -6.7454 0.1494
H -5.8730 -7.4154 1.6838
H -6.9820 -5.9426 1.5922
H -4.0682 -4.5027 -1.2275
H -2.7161 -5.5873 -1.4883
H -1.7211 -4.8182 0.7510
H -2.8231 -3.4674 0.7347
H -1.6322 -3.5552 -0.4256
N 6.8168 -0.2251 1.0029
C 6.9947 -1.5235 1.3546
C 6.0006 -2.2738 0.7530
C 5.3341 -1.4240 -0.1504
C 5.7514 -0.1362 0.1354
H 7.2916 0.5957 1.3248
H 7.7472 -1.9875 1.9701
H 5.8467 -3.3370 0.8391
H 4.5637 -1.6998 -0.8518
H 5.4196 0.8517 -0.1302
N -0.5496 -3.8893 -3.3319
C -1.6636 -3.2209 -3.8074
C -1.3537 -1.8678 -3.8255
C -0.0418 -1.7486 -3.3679
C 0.4721 -2.9879 -3.2072
H -0.5075 -4.8626 -3.0966
H -2.6247 -3.6800 -3.9647
H -2.0543 -1.0762 -4.0360
H 0.4699 -0.8208 -3.1600
H 1.4615 -3.3014 -2.9164
N -0.0846 -0.7662 -0.3530
C -0.3931 0.2329 0.5378
C 0.6444 0.3464 1.4391
C 1.5953 -0.6446 1.0792
C 1.1637 -1.2568 -0.0590
H -0.6993 -1.0890 -1.0795
H -1.3390 0.7470 0.4826
H 0.5969 1.0710 2.2359
H 2.5347 -0.8795 1.5509
H 1.6539 -2.0593 -0.5828
N -3.6921 2.5933 4.4639
C -3.1010 3.3299 5.4556
C -1.8282 2.8296 5.6375
C -1.6763 1.7830 4.6779
C -2.9118 1.5076 4.1446
H -4.6550 2.7380 4.2180
H -3.5255 4.2349 5.8564
H -1.0692 3.1905 6.3088
H -0.7766 1.1916 4.5866
H -3.3200 0.7617 3.4869
N 4.1649 0.7059 5.4033
C 3.8685 0.6184 4.0661
C 4.3996 -0.5679 3.6041
C 5.1847 -1.0966 4.6519
C 4.9916 -0.3222 5.7692
H 3.8348 1.4160 6.0277
H 3.2883 1.4107 3.6222
H 4.4324 -0.9075 2.5817
H 5.6848 -2.0499 4.5793
H 5.3201 -0.4091 6.7906
N -5.4815 1.0607 -0.0100
C -5.6897 0.7269 -1.3138
C -4.8104 -0.2888 -1.5990
C -4.0261 -0.5510 -0.4603
C -4.4498 0.3424 0.5171
H -5.9202 1.7669 0.5520
H -6.4543 1.1024 -1.9708
H -4.7726 -0.8240 -2.5349
H -3.2089 -1.2536 -0.4898
H -4.0323 0.5854 1.4772
```

Properties
- Charge: 0

***

Q: Which E values were calculated for the entries above? A: -179479.9643; -145963.5752; -58177.3220, in eV.
Q: Which energy relative to the best compared isomer or geometry (same formula, charge and spin) values were calculated for the entries above? A: 0.0; 0.0; 45.0, in kcal per mole.
Q: Which gap between HOMO and LUMO values were calculated for the entries above? A: 8.9; 6.1; 8.4, in eV.